The following is a quantum chemistry calculation of a 8-piece molecular cluster, C27H68ClNO11 overall, from the Open Molecules 2025 dataset.

The LUMO energy comes out at 0.41 eV. As for the highest occupied orbital energy: -9.14 eV. For the frontier orbital gap, the calculation gives 0.3507 Eh.

Structure (XYZ):
```
108
Properties=species:S:1:pos:R:3:lowdin_charge:R:1
C 3.67 0.40 1.64 -0.065
N 2.91 1.26 0.66 -0.174
C 1.42 0.95 0.64 -0.165
C 0.68 2.31 1.27 -0.227
C -0.27 3.08 0.13 -0.539
Cl -0.39 4.85 0.69 0.443
C 3.53 1.28 -0.72 -0.251
O 3.65 0.25 -1.56 0.018
O 4.00 2.62 -1.20 -0.032
C 4.83 3.26 -0.17 -0.146
O 4.02 4.13 0.73 -0.198
O 4.78 4.49 1.76 -0.076
H 3.03 0.40 2.65 0.098
H 3.85 -0.68 1.21 0.102
H 4.67 0.97 1.91 0.102
H 1.04 0.73 -0.46 0.138
H 1.13 -0.02 1.27 0.141
H 1.49 3.10 1.64 0.095
H 0.06 2.01 2.22 0.108
H -1.34 2.56 0.22 0.100
H 0.18 2.99 -0.96 0.097
H 5.40 2.43 0.46 0.141
H 5.70 3.92 -0.65 0.168
H 4.11 4.61 2.51 0.156
C 3.01 -1.49 6.82 -0.063
C 3.58 -1.62 5.42 -0.493
C 5.10 -1.53 5.42 -0.062
O 3.05 -0.59 4.59 -0.087
H 3.27 -0.52 7.26 0.081
H 1.92 -1.54 6.80 0.082
H 3.39 -2.28 7.48 0.082
H 3.27 -2.58 4.99 0.136
H 5.43 -0.56 5.81 0.081
H 5.49 -1.62 4.41 0.079
H 5.54 -2.32 6.04 0.082
H 3.32 0.26 4.97 0.094
C -5.82 6.41 -1.44 -0.063
C -5.04 5.54 -0.47 -0.492
C -4.02 6.36 0.30 -0.069
O -4.37 4.52 -1.19 -0.069
H -5.16 6.87 -2.18 0.086
H -6.55 5.81 -2.00 0.069
H -6.36 7.20 -0.92 0.069
H -5.73 5.06 0.23 0.138
H -3.29 6.82 -0.37 0.081
H -3.45 5.72 0.99 0.061
H -4.51 7.15 0.88 0.080
H -3.75 4.94 -1.82 0.089
C 3.71 -5.03 -1.20 -0.063
C 2.57 -4.21 -0.62 -0.497
C 1.96 -3.30 -1.66 -0.057
O 3.06 -3.43 0.47 -0.079
H 4.51 -4.39 -1.56 0.086
H 4.15 -5.68 -0.43 0.079
H 3.36 -5.66 -2.03 0.067
H 1.80 -4.88 -0.22 0.128
H 2.70 -2.59 -2.04 0.076
H 1.15 -2.70 -1.22 0.078
H 1.56 -3.87 -2.50 0.082
H 3.74 -2.83 0.13 0.079
C 5.72 -8.05 -4.44 -0.065
C 5.44 -7.86 -2.95 -0.504
C 6.04 -8.99 -2.13 -0.064
O 4.04 -7.81 -2.73 -0.077
H 5.27 -8.98 -4.80 0.081
H 5.27 -7.24 -5.02 0.082
H 6.79 -8.08 -4.64 0.081
H 5.86 -6.90 -2.62 0.136
H 5.61 -9.96 -2.41 0.081
H 5.83 -8.85 -1.07 0.079
H 7.13 -9.05 -2.27 0.081
H 3.66 -8.66 -3.02 0.097
C -4.39 4.12 -5.20 -0.063
C -4.97 2.72 -5.05 -0.500
C -6.49 2.76 -4.94 -0.065
O -4.43 2.10 -3.89 -0.060
H -4.62 4.73 -4.32 0.066
H -3.29 4.07 -5.26 0.082
H -4.77 4.62 -6.09 0.080
H -4.68 2.11 -5.91 0.138
H -6.80 3.33 -4.06 0.077
H -6.89 1.75 -4.82 0.080
H -6.94 3.22 -5.83 0.079
H -4.68 2.64 -3.12 0.075
C 1.58 -7.32 2.38 -0.060
C 2.14 -6.58 3.58 -0.499
C 3.41 -5.82 3.21 -0.059
O 2.44 -7.52 4.61 -0.064
H 2.29 -8.05 1.99 0.081
H 0.68 -7.87 2.66 0.080
H 1.33 -6.62 1.57 0.068
H 1.39 -5.88 3.97 0.140
H 4.19 -6.50 2.86 0.082
H 3.81 -5.30 4.09 0.073
H 3.21 -5.08 2.43 0.062
H 3.10 -8.14 4.27 0.091
C -9.65 6.04 0.41 -0.059
C -9.30 7.14 -0.59 -0.507
C -10.50 8.04 -0.85 -0.065
O -8.88 6.55 -1.81 -0.075
H -10.45 5.40 0.02 0.083
H -8.78 5.39 0.57 0.076
H -9.96 6.46 1.37 0.082
H -8.47 7.74 -0.20 0.129
H -11.33 7.47 -1.28 0.082
H -10.24 8.82 -1.57 0.082
H -10.84 8.52 0.07 0.081
H -9.61 6.02 -2.16 0.098
```

The following is a quantum chemistry calculation of C27H69Cl2NO23S7Si2 as an isolated structure, from the Open Molecules 2025 dataset.

The LUMO energy comes out at 0.22 eV. As for the highest occupied orbital energy: -9.39 eV. For the frontier orbital gap, the calculation gives 0.3531 Eh. As for the energy above the lowest of the compared OMol25 structures with the same formula, charge and spin: 0.000 eV.

Structure (XYZ):
```
131
Properties=species:S:1:pos:R:3:lowdin_charge:R:1
C 7.31 -4.84 -3.22 -0.021
C 6.67 -3.74 -2.42 -0.569
O 6.28 -3.93 -1.29 0.042
N 6.53 -2.50 -3.05 -0.160
C 6.00 -1.47 -2.14 -0.095
Si 5.80 -2.44 -4.64 0.505
O 4.17 -2.38 -4.42 -0.387
Si 3.31 -3.67 -3.84 0.478
C 1.49 -3.38 -4.01 -0.794
Cl 0.84 -3.82 -5.55 0.650
C 0.66 -2.92 -3.07 -0.779
C -0.83 -2.80 -3.14 -0.131
Cl 1.36 -2.27 -1.62 0.703
H 7.64 -5.60 -2.51 0.088
H 6.59 -5.30 -3.90 0.069
H 8.16 -4.48 -3.81 0.084
H 6.26 -0.49 -2.55 0.083
H 6.47 -1.59 -1.17 0.088
H 4.92 -1.52 -2.00 0.072
H 6.18 -3.64 -5.38 -0.003
H 6.21 -1.23 -5.36 -0.015
H 3.66 -3.86 -2.42 -0.019
H 3.68 -4.89 -4.58 0.006
H -1.12 -1.77 -3.33 0.094
H -1.23 -3.43 -3.93 0.055
H -1.28 -3.11 -2.20 0.063
O -3.93 -3.52 -2.49 -0.282
S -5.09 -3.71 -1.67 0.576
O -5.03 -4.65 -0.59 -0.283
O -6.30 -4.07 -2.61 -0.256
C -6.11 -5.14 -3.57 -0.240
C -6.20 -6.51 -2.94 -0.069
C -5.69 -2.17 -1.07 -0.115
H -5.16 -4.99 -4.07 0.111
H -6.91 -4.98 -4.29 0.122
H -5.37 -6.70 -2.27 0.071
H -6.20 -7.27 -3.72 0.082
H -7.12 -6.61 -2.37 0.087
H -5.76 -1.49 -1.91 0.079
H -4.97 -1.81 -0.34 0.077
H -6.65 -2.33 -0.59 0.072
O 3.09 -7.09 -2.62 -0.296
S 3.02 -7.13 -1.19 0.556
O 3.11 -8.39 -0.52 -0.272
O 1.68 -6.39 -0.75 -0.270
C 0.46 -6.78 -1.43 -0.250
C -0.11 -8.08 -0.91 -0.067
C 4.17 -5.99 -0.50 -0.126
H 0.67 -6.82 -2.50 0.112
H -0.22 -5.95 -1.26 0.118
H 0.54 -8.92 -1.15 0.074
H -1.09 -8.24 -1.36 0.081
H -0.22 -8.04 0.17 0.086
H 4.05 -5.04 -1.00 0.012
H 5.16 -6.39 -0.69 0.078
H 4.00 -5.90 0.57 0.083
O -6.24 -2.03 2.09 -0.290
S -6.51 -3.35 2.58 0.564
O -7.58 -4.08 1.97 -0.272
O -6.77 -3.25 4.14 -0.262
C -7.70 -2.24 4.60 -0.247
C -9.15 -2.64 4.40 -0.071
C -5.05 -4.31 2.63 -0.109
H -7.47 -1.30 4.10 0.111
H -7.47 -2.13 5.66 0.122
H -9.41 -2.68 3.34 0.072
H -9.79 -1.91 4.89 0.081
H -9.34 -3.63 4.83 0.085
H -4.28 -3.74 3.15 0.080
H -4.78 -4.49 1.60 0.042
H -5.27 -5.24 3.15 0.083
O -0.36 -1.95 3.88 -0.282
S 0.86 -1.57 3.23 0.552
O 2.01 -1.32 4.04 -0.275
O 0.57 -0.33 2.29 -0.264
C -0.16 0.79 2.85 -0.236
C 0.71 1.67 3.74 -0.061
C 1.26 -2.72 1.97 -0.142
H -1.04 0.42 3.38 0.118
H -0.51 1.35 1.99 0.094
H 1.00 1.15 4.65 0.075
H 0.15 2.56 4.00 0.071
H 1.61 1.96 3.21 0.083
H 0.38 -2.87 1.35 0.060
H 1.54 -3.65 2.46 0.078
H 2.09 -2.33 1.39 0.058
O -2.08 3.16 1.76 -0.280
S -1.56 4.49 1.83 0.558
O -1.07 4.99 3.08 -0.275
O -2.65 5.48 1.25 -0.257
C -3.99 5.39 1.79 -0.239
C -4.13 6.06 3.14 -0.069
C -0.35 4.72 0.58 -0.114
H -4.28 4.34 1.82 0.113
H -4.60 5.89 1.04 0.122
H -3.57 5.52 3.91 0.073
H -5.18 6.08 3.42 0.082
H -3.75 7.08 3.10 0.086
H -0.76 4.37 -0.37 0.084
H 0.52 4.13 0.87 0.078
H -0.09 5.77 0.53 0.047
O 4.72 6.84 0.01 -0.279
S 4.83 5.56 0.64 0.557
O 3.91 4.54 0.26 -0.282
O 4.79 5.77 2.21 -0.257
C 3.75 6.66 2.72 -0.222
C 2.38 6.02 2.67 -0.064
C 6.47 4.94 0.52 -0.117
H 3.78 7.59 2.15 0.110
H 4.07 6.87 3.73 0.124
H 2.06 5.88 1.64 0.047
H 1.65 6.64 3.18 0.093
H 2.40 5.04 3.15 0.088
H 7.16 5.72 0.84 0.077
H 6.63 4.69 -0.52 0.078
H 6.55 4.06 1.15 0.078
O 2.23 10.06 0.79 -0.278
S 1.19 10.25 -0.19 0.555
O -0.11 9.74 0.09 -0.276
O 1.70 9.70 -1.58 -0.260
C 2.28 8.37 -1.58 -0.233
C 1.24 7.28 -1.50 -0.065
C 1.07 11.95 -0.63 -0.121
H 3.00 8.30 -0.77 0.083
H 2.84 8.32 -2.52 0.126
H 0.73 7.28 -0.54 0.048
H 1.73 6.31 -1.64 0.087
H 0.48 7.41 -2.28 0.089
H 2.07 12.31 -0.87 0.075
H 0.67 12.46 0.24 0.077
H 0.40 12.03 -1.48 0.076
```